Arrangement P

The following is a quantum chemistry calculation of a single C7H8S2 molecule, from the OMol25 dataset.

Last column: Mulliken charge in e.
CARTESIAN COORDINATES (ANGSTROEM)
C: 3.52 -0.61 -0.03  -1.023
S: 1.91 -1.34 0.45  -0.004
C: 0.88 -0.02 0.00  0.190
S: 1.53 1.31 -0.64  -0.303
C: -0.66 -0.09 0.37  0.189
C: -1.31 1.24 0.34  -0.779
C: -2.54 1.18 -0.15  -0.628
C: -2.83 -0.14 -0.60  -0.479
C: -1.87 -1.00 -0.27  -0.327
H: 3.88 0.12 0.66  0.335
H: 3.55 -0.31 -1.11  0.358
H: 4.13 -1.45 -0.02  0.382
H: -0.79 -0.25 1.46  0.325
H: -0.73 1.98 0.82  0.481
H: -3.22 1.93 -0.19  0.555
H: -3.82 -0.48 -0.91  0.361
H: -1.62 -2.07 -0.18  0.367

The HOMO energy is -8.28 eV. The HOMO-LUMO gap comes out at 8.26 eV. For the molar mass, the calculation gives 156.28 Da. The LUMO energy is 0.0 eV. The spin multiplicity is 1.

Arrangement Q

The following is a quantum chemistry calculation of a single C7H8S2 molecule, from the OMol25 dataset.

Last column: Mulliken charge in e.
CARTESIAN COORDINATES (ANGSTROEM)
C: -1.97 2.02 1.06  -0.552
C: -0.70 1.37 0.67  -0.406
C: -3.01 1.27 0.66  -0.323
C: -0.91 0.04 0.17  -0.008
C: 0.13 -0.78 -0.25  0.336
C: 1.52 -0.55 -0.28  -0.232
C: 2.10 -1.81 -0.90  -1.366
S: -2.62 -0.34 0.22  -0.097
S: 2.86 0.90 -1.08  -0.297
H: -2.15 2.97 1.48  0.410
H: 0.25 1.78 0.84  0.445
H: -3.98 1.55 0.92  0.453
H: -0.17 -1.54 -1.00  0.178
H: 1.92 -0.26 0.73  0.308
H: 1.54 -2.08 -1.77  0.358
H: 2.03 -2.69 -0.31  0.380
H: 3.15 -1.85 -1.14  0.413

The HOMO energy (alpha / beta) is -7.48 / -7.50 eV. The HOMO-LUMO gap (alpha / beta) comes out at 5.15 / 5.15 eV. For the molar mass, the calculation gives 156.28 Da. The LUMO energy (alpha / beta) is -2.3 / -2.3 eV. The spin multiplicity is 1.

Quick one: most stable of them? arrangement P

Arrangement P

The following is a quantum chemistry calculation of a single C3H2O2 molecule, from the OMol25 dataset.

Last column: Mulliken charge in e.
CARTESIAN COORDINATES (ANGSTROEM)
C: 0.57 -0.01 0.78  0.090
C: 2.14 0.31 0.56  -0.279
C: 0.42 -0.38 -0.61  -0.153
O: 0.35 -1.33 0.36  -0.348
O: 2.04 -0.04 -0.71  -0.192
H: -0.29 0.25 1.39  0.381
H: -0.21 -0.51 -1.35  0.500

The HOMO energy is -9.37 eV. The HOMO-LUMO gap comes out at 9.70 eV. For the molar mass, the calculation gives 70.05 Da. The LUMO energy is 0.3 eV. The spin multiplicity is 1.

Arrangement Q

The following is a quantum chemistry calculation of 2 unconnected molecules or ions with the total composition C3H2O2, from the OMol25 dataset.

Last column: Mulliken charge in e.
CARTESIAN COORDINATES (ANGSTROEM)
C: 0.49 -0.70 0.19  -0.105
C: -2.03 0.27 -0.06  0.796
C: 1.67 -0.25 0.05  -0.503
O: -2.73 -0.63 -0.24  -0.350
O: -1.38 1.24 0.00  -0.396
H: 1.45 0.86 0.33  0.246
H: 2.52 -0.79 -0.27  0.313

The HOMO energy is -11.07 eV. The HOMO-LUMO gap comes out at 10.94 eV. For the molar mass, the calculation gives 70.05 Da. The LUMO energy is -0.1 eV. The spin multiplicity is 1.

Quick one: most stable of them? arrangement Q

Arrangement P

The following is a quantum chemistry calculation of 2 unconnected molecules or ions with the total composition CH3NO2S, from the OMol25 dataset.

Last column: Mulliken charge in e.
CARTESIAN COORDINATES (ANGSTROEM)
C: 1.71 0.24 -0.23  -0.194
N: 1.59 -0.40 0.83  -0.555
O: -2.99 1.11 0.34  -0.352
O: -1.78 -0.97 -0.03  -0.345
S: -2.88 -0.12 -0.40  0.690
H: 2.60 0.86 -0.34  0.248
H: 1.02 0.25 -1.07  0.195
H: 0.74 -0.97 0.90  0.312

The HOMO energy is -9.83 eV. The HOMO-LUMO gap comes out at 8.37 eV. For the molar mass, the calculation gives 93.11 Da. The LUMO energy is -1.5 eV. The spin multiplicity is 1.

Arrangement Q

The following is a quantum chemistry calculation of 2 unconnected molecules or ions with the total composition CH3NO2S, from the OMol25 dataset.

Last column: Mulliken charge in e.
CARTESIAN COORDINATES (ANGSTROEM)
C: -1.02 0.13 -0.01  -0.757
N: 1.81 1.21 -0.19  0.197
O: 2.67 1.18 0.55  -0.204
O: 0.16 -2.35 0.10  -0.449
S: 0.27 -1.05 -0.59  0.362
H: -0.95 0.61 1.05  0.261
H: -1.98 -0.55 -0.05  0.281
H: -0.97 0.82 -0.87  0.310

The HOMO energy (alpha / beta) is -8.60 / -8.77 eV. The HOMO-LUMO gap (alpha / beta) comes out at 8.61 / 7.98 eV. For the molar mass, the calculation gives 93.11 Da. The LUMO energy (alpha / beta) is 0.0 / -0.8 eV. The spin multiplicity is 1.

Arrangement R

The following is a quantum chemistry calculation of 2 unconnected molecules or ions with the total composition CH3NO2S, from the OMol25 dataset.

Last column: Mulliken charge in e.
CARTESIAN COORDINATES (ANGSTROEM)
C: -0.47 0.07 0.28  -0.403
N: -0.37 -1.42 0.28  0.936
O: -0.39 -2.02 -0.79  -0.591
O: -0.41 -1.99 1.36  -0.521
S: -0.87 0.72 -1.28  -0.123
H: -1.12 0.33 1.13  0.355
H: 1.30 0.78 1.08  0.166
H: -0.62 -0.32 -1.91  0.182

The HOMO energy (alpha / beta) is -9.97 / -9.46 eV. The HOMO-LUMO gap (alpha / beta) comes out at 8.13 / 8.15 eV. For the molar mass, the calculation gives 93.11 Da. The LUMO energy (alpha / beta) is -1.8 / -1.3 eV. The spin multiplicity is 1.

Arrangement S

The following is a quantum chemistry calculation of 2 unconnected molecules or ions with the total composition CH3NO2S, from the OMol25 dataset.

Last column: Mulliken charge in e.
CARTESIAN COORDINATES (ANGSTROEM)
C: -1.30 0.54 0.23  -0.683
N: 1.85 -0.77 -0.31  0.710
O: 1.44 -0.06 -1.15  -0.329
O: 2.89 -1.28 -0.02  -0.409
S: -0.75 -0.78 1.34  -0.095
H: -2.35 0.81 0.21  0.328
H: -1.10 0.08 -0.74  0.230
H: -0.68 1.46 0.45  0.248

The HOMO energy (alpha / beta) is -9.38 / -8.97 eV. The HOMO-LUMO gap (alpha / beta) comes out at 7.83 / 7.07 eV. For the molar mass, the calculation gives 93.11 Da. The LUMO energy (alpha / beta) is -1.6 / -1.9 eV. The spin multiplicity is 1.

Quick one: most stable of them? arrangement P

Arrangement P

The following is a quantum chemistry calculation of a single C10H16O2 molecule, from the OMol25 dataset.

Last column: Mulliken charge in e.
CARTESIAN COORDINATES (ANGSTROEM)
C: 3.21 1.10 -0.91  -1.422
C: 2.11 0.18 -0.42  0.184
C: 1.33 -0.58 -1.22  -0.783
C: 0.08 -1.02 -0.52  -0.237
O: 0.30 -1.73 0.67  -0.372
O: 1.28 -0.98 1.53  -0.302
C: 1.41 0.33 0.94  0.197
C: 0.07 1.06 0.86  -1.185
C: -0.75 0.30 -0.24  0.181
C: -2.21 0.12 0.12  0.495
C: -2.96 -0.75 -0.91  -1.539
C: -2.96 1.46 0.26  -1.444
H: 2.85 2.16 -0.87  0.273
H: 3.50 0.93 -1.92  0.409
H: 4.04 1.07 -0.24  0.364
H: 1.49 -0.77 -2.30  0.301
H: -0.61 -1.66 -1.11  0.701
H: 2.04 0.81 1.70  0.624
H: -0.36 0.95 1.83  0.464
H: 0.22 2.08 0.48  0.335
H: -0.69 0.93 -1.19  0.288
H: -2.24 -0.37 1.06  0.300
H: -2.53 -1.78 -0.94  0.358
H: -2.83 -0.42 -1.95  0.332
H: -3.99 -0.90 -0.63  0.434
H: -2.54 2.14 1.04  0.290
H: -2.92 1.85 -0.76  0.370
H: -4.05 1.44 0.50  0.385

The HOMO energy is -8.91 eV. The HOMO-LUMO gap comes out at 9.77 eV. For the molar mass, the calculation gives 168.24 Da. The LUMO energy is 0.9 eV. The spin multiplicity is 1.

Arrangement Q

The following is a quantum chemistry calculation of 2 unconnected molecules or ions with the total composition C10H16O2, from the OMol25 dataset.

Last column: Mulliken charge in e.
CARTESIAN COORDINATES (ANGSTROEM)
C: 1.70 1.80 1.35  -1.443
C: 1.35 1.55 -0.09  0.525
C: 0.29 2.22 -0.68  -0.361
C: -0.14 1.90 -1.96  -0.605
C: 0.56 0.96 -2.70  0.836
O: 0.24 0.80 -4.02  -0.561
C: 1.64 0.29 -2.12  -0.489
C: 2.00 0.56 -0.81  -0.519
H: 2.79 1.79 1.48  0.382
H: 1.39 1.01 2.02  0.257
H: 1.29 2.74 1.73  0.370
H: -0.38 2.85 -0.09  0.259
H: -1.07 2.26 -2.37  0.406
H: 0.75 0.07 -4.42  0.291
H: 2.17 -0.49 -2.66  0.262
H: 2.82 0.02 -0.35  0.384
C: -1.31 -1.10 0.05  -0.830
C: -1.85 -1.57 1.42  0.558
C: -1.15 -2.80 1.97  -1.351
O: -1.72 -0.43 2.29  -0.561
H: -2.12 -0.73 -0.55  0.351
H: -0.69 -1.85 -0.45  0.338
H: -0.65 -0.25 0.22  -0.082
H: -2.91 -1.72 1.29  0.278
H: -0.28 -2.49 2.56  0.325
H: -1.80 -3.35 2.65  0.359
H: -0.74 -3.39 1.15  0.338
H: -2.19 -0.62 3.11  0.283

The HOMO energy is -8.28 eV. The HOMO-LUMO gap comes out at 9.11 eV. For the molar mass, the calculation gives 168.24 Da. The LUMO energy is 0.8 eV. The spin multiplicity is 1.

Quick one: most stable of them? arrangement Q

Arrangement P

The following is a quantum chemistry calculation of a single C2H6O2 molecule, from the OMol25 dataset.

Last column: Mulliken charge in e.
CARTESIAN COORDINATES (ANGSTROEM)
O: 0.73 1.08 0.53  -0.520
C: 0.11 -0.12 0.75  -0.414
C: -0.64 -0.40 -0.48  -0.370
O: 0.15 -0.29 -1.69  -0.522
H: 1.37 1.01 1.24  0.302
H: 0.70 -0.80 1.01  0.480
H: -0.65 0.24 1.49  0.226
H: -0.88 -1.52 -0.59  0.244
H: -1.53 0.20 -0.66  0.265
H: 0.63 0.59 -1.59  0.308

The HOMO energy is -10.25 eV. The HOMO-LUMO gap comes out at 11.02 eV. For the molar mass, the calculation gives 62.07 Da. The LUMO energy is 0.8 eV. The spin multiplicity is 1.

Arrangement Q

The following is a quantum chemistry calculation of 2 unconnected molecules or ions with the total composition C2H6O2, from the OMol25 dataset.

Last column: Mulliken charge in e.
CARTESIAN COORDINATES (ANGSTROEM)
C: -0.69 0.00 1.06  -0.399
C: 0.34 -0.74 0.76  -0.420
O: 0.45 -1.51 -0.35  -0.457
H: -0.76 0.54 2.05  0.226
H: -1.45 0.19 0.32  0.197
H: 1.08 -0.91 1.41  0.512
H: -0.30 -1.28 -0.90  0.297
O: 0.77 1.62 -0.78  -0.630
H: 0.77 2.53 -0.53  0.312
H: 1.40 1.08 -0.23  0.361

The HOMO energy is -9.02 eV. The HOMO-LUMO gap comes out at 9.92 eV. For the molar mass, the calculation gives 62.07 Da. The LUMO energy is 0.9 eV. The spin multiplicity is 1.

Arrangement R

The following is a quantum chemistry calculation of 2 unconnected molecules or ions with the total composition C2H6O2, from the OMol25 dataset.

Last column: Mulliken charge in e.
CARTESIAN COORDINATES (ANGSTROEM)
C: 0.32 -1.00 -1.10  -0.703
C: 0.27 0.53 -1.23  0.078
O: -0.67 1.13 -0.76  -0.473
H: -0.44 -1.23 -1.96  0.216
H: 0.13 -1.39 -0.08  0.209
H: 1.27 -1.40 -1.40  0.303
H: 1.07 0.97 -1.81  0.358
O: -0.05 -0.37 2.40  -0.584
H: 0.18 -0.76 3.21  0.290
H: -0.10 0.57 2.63  0.306

The HOMO energy is -9.67 eV. The HOMO-LUMO gap comes out at 10.54 eV. For the molar mass, the calculation gives 62.07 Da. The LUMO energy is 0.9 eV. The spin multiplicity is 1.

Arrangement S

The following is a quantum chemistry calculation of a molecular structure, C2H6O2, from the OMol25 dataset.

Last column: Mulliken charge in e.
CARTESIAN COORDINATES (ANGSTROEM)
O: -1.33 1.31 -0.31  -0.524
C: -0.84 0.01 -0.10  -0.096
C: 0.83 -1.01 0.37  -0.662
O: 0.84 0.43 -0.24  -0.361
H: -1.07 1.60 -1.19  0.343
H: -1.27 -0.30 0.84  0.308
H: -1.01 -0.65 -0.94  0.263
H: 1.29 -0.90 1.37  0.218
H: 1.53 -1.56 -0.27  0.142
H: 1.03 1.08 0.45  0.369

The HOMO energy is -7.22 eV. The HOMO-LUMO gap comes out at 7.93 eV. For the molar mass, the calculation gives 62.07 Da. The LUMO energy is 0.7 eV. The spin multiplicity is 1.

Quick one: most stable of them? arrangement R

Arrangement P

The following is a quantum chemistry calculation of a molecular structure, H16KrO8, from the OMol25 dataset.

Last column: Mulliken charge in e.
CARTESIAN COORDINATES (ANGSTROEM)
Kr: 0.65 -1.18 -10.80  -0.005
O: -3.16 -1.03 -11.69  -0.647
H: -2.96 -0.21 -12.13  0.322
H: -4.11 -1.13 -11.78  0.302
O: 2.65 -0.26 -7.83  -0.647
H: 3.40 0.32 -7.73  0.295
H: 2.14 0.11 -8.55  0.291
O: -2.55 0.12 -9.06  -0.648
H: -2.52 -0.40 -9.86  0.357
H: -2.70 1.02 -9.36  0.295
O: -0.39 -1.28 -7.54  -0.616
H: -0.94 -0.64 -7.99  0.376
H: 0.01 -1.80 -8.25  0.241
O: -0.15 -3.96 -12.46  -0.594
H: 0.71 -4.26 -12.75  0.295
H: -0.49 -4.67 -11.92  0.304
O: 2.84 1.43 -10.62  -0.569
H: 3.54 1.09 -11.18  0.301
H: 2.60 2.27 -11.02  0.298
O: 1.93 -2.81 -8.42  -0.623
H: 2.18 -3.20 -7.58  0.295
H: 2.19 -1.89 -8.35  0.387
O: 1.86 -0.65 -13.88  -0.594
H: 2.41 -1.29 -13.42  0.304
H: 1.69 0.02 -13.22  0.279

The HOMO energy is -10.13 eV. The HOMO-LUMO gap comes out at 10.25 eV. For the molar mass, the calculation gives 227.92 Da. The LUMO energy is 0.1 eV. The spin multiplicity is 1.

Arrangement Q

The following is a quantum chemistry calculation of a molecular structure, H16KrO8, from the OMol25 dataset.

Last column: Mulliken charge in e.
CARTESIAN COORDINATES (ANGSTROEM)
Kr: -6.16 -3.57 5.07  -0.012
O: -3.03 -4.87 6.07  -0.616
H: -3.23 -4.53 5.20  0.286
H: -3.88 -5.06 6.46  0.326
O: -7.07 -7.86 4.37  -0.621
H: -7.78 -8.48 4.21  0.309
H: -7.26 -7.12 3.78  0.309
O: -3.07 -1.64 4.99  -0.614
H: -3.10 -0.86 4.42  0.286
H: -3.51 -2.32 4.47  0.316
O: -6.65 -3.44 8.68  -0.642
H: -6.30 -4.28 8.37  0.335
H: -6.01 -2.79 8.38  0.404
O: -8.75 -6.02 6.82  -0.657
H: -9.26 -5.82 7.60  0.316
H: -9.06 -6.88 6.54  0.318
O: -3.17 -4.03 3.19  -0.606
H: -3.79 -3.93 2.46  0.293
H: -2.31 -3.87 2.80  0.296
O: -6.28 -6.22 8.13  -0.652
H: -6.68 -6.43 8.97  0.278
H: -6.98 -6.36 7.49  0.358
O: -4.50 -1.66 7.70  -0.653
H: -3.98 -1.85 6.93  0.337
H: -5.02 -0.89 7.46  0.306

The HOMO energy is -10.06 eV. The HOMO-LUMO gap comes out at 10.08 eV. For the molar mass, the calculation gives 227.92 Da. The LUMO energy is 0.0 eV. The spin multiplicity is 1.

Quick one: most stable of them? arrangement Q